[1]
Entry from OMol25: an isolated molecule of C28H31N3O6 (ωB97M-V with the def2-TZVPD basis set).

Calculated values
Spin multiplicity   1
E_LUMO   0.0131 Ha
Maximum force   0.01299 hartree/bohr
SMILES string   CCCN1C(=O)c2cc(C(=O)Nc3ccc(OC)c(OC)c3)ccc2[C@@H]1Nc1ccc(OC)c(OC)c1

Each line ends with the Löwdin charge.
Cartesian coordinates (Å):
1 O 8.160 0.693 0.139  -0.12
2 O -5.041 4.046 -0.717  -0.06
3 O 2.451 -0.703 -2.820  0.08
4 O -1.494 -3.033 2.029  0.09
5 O -3.228 4.429 1.095  -0.07
6 O 6.264 0.586 2.335  -0.07
7 N 2.758 -0.522 -0.562  0.14
8 N -3.263 -2.457 0.689  -0.02
9 N -4.462 -0.749 -0.516  0.08
10 C -1.944 -2.549 1.013  -0.42
11 C 0.147 -1.699 -0.264  0.06
12 C -1.208 -1.914 -0.110  -0.07
13 C -4.325 -2.924 1.541  -0.15
14 C -4.083 0.528 -0.094  -0.26
15 C 6.837 0.385 -0.078  -0.19
16 C 4.121 -0.226 -0.456  -0.22
17 C -1.710 -0.818 -2.196  0.01
18 C -4.040 -5.331 0.816  -0.10
19 C -2.262 4.691 2.079  -0.09
20 C -4.447 2.919 -0.234  -0.20
21 C 7.579 0.875 2.752  -0.08
22 C -4.736 1.633 -0.648  0.04
23 C 2.020 -0.742 -1.685  -0.42
24 C 0.576 -1.022 -1.403  -0.11
25 C 6.319 0.109 -1.337  -0.01
26 C -3.131 0.737 0.889  -0.01
27 C 5.964 0.349 1.027  -0.19
28 C -2.822 2.028 1.298  0.00
29 C -2.128 -1.478 -1.059  -0.11
30 C 4.985 -0.194 -1.540  -0.01
31 C -3.461 3.126 0.755  -0.21
32 C -5.018 -4.176 0.997  -0.23
33 C 4.626 0.044 0.811  0.06
34 C -6.037 3.912 -1.696  -0.09
35 C -0.350 -0.602 -2.358  0.01
36 C -3.520 -1.840 -0.601  -0.23
37 C 9.033 0.726 -0.962  -0.08
38 H -5.500 -3.944 0.045  0.10
39 H 9.101 -0.249 -1.455  0.10
40 H -2.528 4.236 3.040  0.10
41 H 0.831 -2.082 0.479  0.13
42 H 3.983 0.025 1.678  0.13
43 H 0.023 -0.097 -3.236  0.12
44 H -2.624 -0.089 1.356  0.11
45 H -2.414 -0.475 -2.939  0.12
46 H 6.967 0.128 -2.197  0.10
47 H -6.370 4.925 -1.917  0.09
48 H 7.512 0.995 3.833  0.09
49 H -5.053 -2.115 1.665  0.12
50 H 7.952 1.799 2.305  0.09
51 H 10.007 0.988 -0.550  0.09
52 H -3.274 -5.077 0.086  0.07
53 H 8.735 1.485 -1.693  0.10
54 H 4.620 -0.398 -2.532  0.10
55 H -3.864 -3.147 2.506  0.13
56 H -1.269 4.340 1.777  0.10
57 H -4.560 -6.222 0.472  0.07
58 H -5.799 -4.462 1.703  0.11
59 H -2.072 2.154 2.061  0.11
60 H -6.887 3.325 -1.332  0.10
61 H -5.483 1.461 -1.408  0.11
62 H 2.265 -0.525 0.319  0.13
63 H 8.266 0.059 2.519  0.10
64 H -2.241 5.775 2.189  0.09
65 H -5.124 -0.724 -1.277  0.13
66 H -3.961 -2.589 -1.278  0.17
67 H -5.646 3.455 -2.612  0.10
68 H -3.546 -5.557 1.757  0.08

[2]
Entry from OMol25: an isolated molecule of C28H31N3O7 (ωB97M-V with the def2-TZVPD basis set).

Calculated values
Spin multiplicity   1
E_LUMO   0.0081 Ha
Maximum force   0.35284 hartree/bohr
SMILES string   COc1ccc([C@H](C(=O)NC[C@H]2CCCO2)N(C(=O)CNC(=O)c2ccco2)c2ccccc2)cc1OC

Each line ends with the Löwdin charge.
Cartesian coordinates (Å):
1 O 3.723 0.143 -1.219  0.03
2 O -0.545 1.948 2.594  0.08
3 O 3.359 -3.569 -0.541  0.06
4 O -5.865 -2.218 -0.417  -0.10
5 O -3.855 -3.411 -1.039  -0.08
6 O 0.999 3.024 -0.447  -0.18
7 O -1.199 0.386 -1.396  -0.03
8 N 1.950 -1.192 -1.346  0.09
9 N -1.417 2.174 0.535  0.11
10 N -0.079 -0.245 0.481  -0.01
11 C -7.202 -1.585 -0.081  -0.06
12 C -4.727 -1.499 -0.007  -0.26
13 C 1.203 -0.065 -1.910  0.05
14 C 3.250 -1.033 -1.310  -0.42
15 C -2.568 -1.833 0.308  0.06
16 C -2.593 -4.149 -1.351  -0.01
17 C 4.004 -2.102 -0.675  0.00
18 C 5.258 -2.306 -0.185  -0.10
19 C -1.130 0.055 1.150  -0.23
20 C 3.628 -0.848 2.209  -0.26
21 C -3.697 -2.238 -0.392  -0.23
22 C 3.339 0.399 2.077  -0.04
23 C -4.785 -0.422 0.680  -0.04
24 C 1.213 -0.562 0.993  -0.21
25 C -1.326 3.775 0.385  0.02
26 C -2.496 -0.570 0.861  -0.19
27 C 1.448 -1.733 1.613  -0.01
28 C 4.319 -4.237 -0.055  -0.16
29 C 5.462 -3.517 -0.155  -0.15
30 C 1.965 3.675 -1.274  -0.22
31 C -3.602 -0.016 0.944  -0.13
32 C -0.087 -0.107 -0.909  -0.19
33 C -0.927 1.529 1.514  -0.54
34 C 1.863 5.118 -0.680  -0.15
35 C 0.430 5.384 -1.150  -0.14
36 C -0.259 3.924 -0.939  -0.10
37 C 2.137 0.641 1.148  0.13
38 C 2.710 -1.672 2.325  -0.16
39 H -1.778 1.905 -0.450  0.16
40 H -0.187 5.993 -0.257  0.17
41 H 1.663 0.723 -1.959  0.01
42 H 2.902 3.380 -0.734  0.14
43 H -0.957 -0.345 2.158  0.18
44 H 4.141 1.100 2.056  0.10
45 H 2.406 5.818 -1.460  0.14
46 H 6.104 -1.633 -0.333  0.16
47 H 1.980 3.658 -2.245  0.07
48 H -0.790 3.567 -1.847  0.13
49 H -7.437 -1.579 0.964  0.05
50 H 0.697 -2.596 1.562  0.15
51 H -2.110 -3.373 -2.081  0.12
52 H 2.768 -2.877 2.773  0.18
53 H -5.710 0.064 0.980  0.14
54 H 3.917 -5.087 0.135  0.08
55 H 1.811 1.682 0.786  0.11
56 H -8.142 -2.320 -0.529  0.15
57 H -2.071 4.364 0.153  0.04
58 H 2.009 5.409 0.473  0.17
59 H -2.945 -5.150 -2.025  0.16
60 H 0.122 5.598 -1.964  -0.02
61 H -2.106 -4.246 -0.462  0.03
62 H 4.389 -0.950 3.147  0.18
63 H -3.598 0.987 1.670  0.20
64 H 6.275 -4.190 0.566  0.20
65 H -0.825 3.987 1.351  0.12
66 H -7.255 -0.478 -0.517  0.12
67 H 1.610 -2.051 -1.374  0.10
68 H -1.529 -2.125 -0.028  0.13
69 H 0.751 -0.280 -2.844  0.12

[3]
Entry from OMol25: an isolated molecule of C28H31N5O6 (ωB97M-V with the def2-TZVPD basis set).

Calculated values
Spin multiplicity   1
E_LUMO   0.0174 Ha
Maximum force   0.02879 hartree/bohr
SMILES string   COCCn1cnc2c1c(=O)n(CC(=O)OCC(=O)NCCCc1ccccc1)c(=O)n2Cc1ccccc1

Each line ends with the Löwdin charge.
Cartesian coordinates (Å):
1 O 5.972 3.224 -0.477  -0.18
2 O -2.097 2.083 2.322  0.03
3 O 2.773 1.729 1.918  0.08
4 O -1.068 -0.517 0.978  0.08
5 O -5.443 2.140 1.128  0.05
6 O -0.723 2.724 0.660  0.13
7 N 2.842 -1.477 -1.413  0.16
8 N 0.874 0.548 1.438  0.10
9 N 4.043 0.078 -0.366  -0.01
10 N -3.879 0.511 1.014  0.10
11 N 0.760 -1.131 -0.207  0.09
12 C -3.250 1.978 -1.790  -0.04
13 C 2.783 0.104 0.187  -0.05
14 C 4.886 2.360 -0.656  -0.20
15 C -0.578 -3.883 0.934  -0.03
16 C 1.424 -4.289 -0.326  -0.04
17 C -3.227 0.616 -2.053  -0.23
18 C 0.772 -5.807 1.414  -0.09
19 C -0.934 2.130 1.682  -0.46
20 C -4.297 1.756 1.258  -0.49
21 C 0.117 -0.379 0.736  -0.39
22 C 0.302 -3.511 -0.074  -0.20
23 C -2.032 0.035 -2.459  -0.06
24 C 4.008 -0.874 -1.315  -0.10
25 C -4.387 -1.189 -0.715  -0.17
26 C -0.908 2.144 -2.289  -0.10
27 C -4.788 -0.534 0.605  -0.16
28 C 0.071 -2.242 -0.852  -0.08
29 C -0.877 0.788 -2.564  -0.09
30 C -2.100 2.738 -1.914  -0.09
31 C -0.343 -5.029 1.674  -0.08
32 C 5.117 0.967 -0.028  -0.09
33 C 2.066 -0.876 -0.485  -0.21
34 C 1.657 -5.434 0.415  -0.08
35 C -4.460 -0.234 -1.916  -0.14
36 C 2.218 0.888 1.239  -0.34
37 C 0.126 1.318 2.416  0.00
38 C 6.104 3.740 0.830  -0.10
39 C -3.212 2.736 1.726  -0.04
40 H -4.574 -0.830 -2.826  0.12
41 H -5.063 -2.031 -0.882  0.11
42 H -1.033 -5.316 2.454  0.10
43 H -1.442 -3.269 1.141  0.11
44 H 4.854 -1.124 -1.923  0.14
45 H -2.903 0.258 1.105  0.11
46 H 0.047 0.319 -2.873  0.10
47 H 6.823 4.554 0.763  0.09
48 H -0.348 0.661 3.147  0.15
49 H 6.058 0.551 -0.396  0.14
50 H -4.822 -1.301 1.389  0.12
51 H 2.529 -6.037 0.213  0.10
52 H -5.341 0.401 -1.815  0.12
53 H -4.177 2.446 -1.489  0.12
54 H 6.480 2.986 1.529  0.09
55 H 0.954 -6.702 1.990  0.10
56 H -2.130 3.799 -1.715  0.11
57 H 3.968 2.790 -0.231  0.12
58 H 5.155 1.064 1.060  0.13
59 H -3.373 -1.584 -0.620  0.09
60 H 0.840 1.991 2.902  0.14
61 H 4.767 2.253 -1.738  0.13
62 H 0.474 -2.326 -1.862  0.13
63 H -3.651 3.403 2.471  0.14
64 H -2.015 -1.016 -2.713  0.11
65 H -5.776 -0.075 0.520  0.12
66 H -2.875 3.322 0.863  0.12
67 H 2.113 -3.987 -1.101  0.10
68 H -0.010 2.737 -2.367  0.10
69 H -0.989 -1.989 -0.876  0.10
70 H 5.148 4.121 1.201  0.09

Ordered HOMO level results: -7.59, -8.04, -8.65; unit eV.
Ordered Kohn-Sham gap results: 7.9475, 8.2634, 9.1245; unit eV.
Ordered energy above the lowest of the compared OMol25 structures with the same formula, charge and spin results: 27.6, 533.8, 22.0; unit kcal/mol.